The following is a quantum chemistry calculation of a structure of composition C65H133F6HgN8O11S2, from the OMol25 dataset.

```
226
Properties=species:S:1:pos:R:3:lowdin_charge:R:1
Hg 3.285 -1.110 3.003 1.355
C -0.517 0.892 3.973 -0.568
F -1.870 0.727 4.066 0.138
F -0.150 1.944 3.240 0.142
F -0.010 1.069 5.198 0.148
S 0.277 -0.724 3.231 0.698
O 1.039 -1.375 4.296 -0.360
O -0.813 -1.530 2.683 -0.261
N 1.437 -0.255 2.040 -0.423
S 0.739 -0.118 0.682 0.600
O 0.738 -1.459 0.035 -0.292
O -0.496 0.681 0.586 -0.263
C 2.051 0.941 -0.312 -0.624
F 3.258 0.416 -0.001 0.085
F 1.885 0.776 -1.529 0.231
F 1.991 2.331 -0.031 0.079
C 6.309 -1.594 1.608 -0.039
C 5.792 -3.047 1.462 -0.483
C 6.736 -3.775 2.398 -0.148
C 6.244 -5.169 2.750 -0.162
C 4.769 -5.189 3.283 -0.128
C 3.833 -4.520 2.347 -0.450
N 4.388 -3.146 1.935 -0.052
O 3.516 -2.494 1.019 -0.113
C 3.356 -5.471 1.230 0.007
C 2.576 -4.229 3.238 -0.044
C 6.007 -3.565 0.034 0.000
H 6.270 -1.296 2.656 0.069
H 5.697 -0.939 0.988 0.070
H 7.258 -1.234 1.212 0.107
H 7.692 -4.014 1.933 0.140
H 6.825 -3.298 3.374 0.125
H 6.808 -5.604 3.575 0.115
H 6.538 -5.889 1.987 0.115
H 4.742 -4.595 4.197 0.122
H 4.507 -6.235 3.443 0.137
H 3.279 -6.519 1.520 0.108
H 2.433 -5.179 0.728 0.072
H 4.034 -5.611 0.388 0.062
H 1.779 -3.681 2.735 0.066
H 2.175 -5.152 3.657 0.107
H 2.805 -3.623 4.115 0.059
H 5.272 -3.246 -0.704 0.074
H 6.030 -4.645 -0.112 0.069
H 6.994 -3.318 -0.357 0.108
H 3.455 -3.054 0.242 0.084
C -0.589 4.841 -6.537 -0.040
C 0.064 3.473 -6.610 -0.492
C 1.346 3.478 -5.801 -0.135
C 1.103 3.530 -4.272 -0.149
C 0.095 2.413 -3.808 -0.095
C -1.202 2.171 -4.735 -0.454
N -0.845 2.377 -6.117 -0.105
O -2.006 2.176 -6.984 -0.024
C -1.770 0.717 -4.589 -0.026
C -2.286 3.243 -4.260 -0.026
C 0.408 3.063 -8.090 -0.030
H -0.469 5.342 -5.576 0.068
H -1.620 4.854 -6.889 0.088
H -0.134 5.583 -7.193 0.083
H 1.883 2.593 -6.141 0.114
H 1.921 4.358 -6.092 0.124
H 0.593 4.463 -4.033 0.084
H 1.953 3.754 -3.629 0.094
H -0.266 2.693 -2.819 0.093
H 0.626 1.467 -3.702 0.089
H -1.875 0.487 -3.529 0.077
H -2.690 0.562 -5.153 0.076
H -1.039 0.015 -4.992 0.072
H -3.100 3.452 -4.955 0.082
H -2.622 3.017 -3.248 0.061
H -1.818 4.186 -3.980 0.058
H -0.356 3.105 -8.866 0.080
H 0.666 2.007 -8.013 0.073
H 1.346 3.492 -8.443 0.080
H -1.854 1.290 -7.322 0.093
C -3.992 7.391 0.252 -0.030
C -4.491 5.913 0.173 -0.481
C -3.473 5.233 -0.829 -0.135
C -2.187 4.598 -0.253 -0.138
C -2.654 3.664 0.915 -0.139
C -3.408 4.404 1.994 -0.508
N -4.545 5.132 1.396 -0.125
O -5.198 5.791 2.410 -0.007
C -4.052 3.321 2.903 -0.023
C -2.422 5.268 2.812 -0.011
C -5.889 5.962 -0.506 -0.028
H -3.824 7.735 -0.768 0.081
H -3.067 7.588 0.795 0.071
H -4.760 7.861 0.866 0.075
H -4.014 4.479 -1.401 0.104
H -3.166 5.918 -1.620 0.105
H -1.520 5.360 0.151 0.085
H -1.591 4.064 -0.993 0.089
H -1.831 3.115 1.374 0.094
H -3.327 2.898 0.530 0.124
H -3.259 2.617 3.155 0.060
H -4.480 3.696 3.833 0.084
H -4.872 2.860 2.353 0.088
H -2.925 5.963 3.485 0.084
H -1.778 4.523 3.278 0.073
H -1.784 5.918 2.213 0.065
H -6.552 6.603 0.075 0.078
H -6.288 4.948 -0.470 0.081
H -5.808 6.254 -1.553 0.085
H -5.894 5.200 2.706 0.105
C 2.738 -6.265 -4.099 -0.003
C 4.016 -5.465 -3.624 -0.439
C 5.017 -5.294 -4.764 -0.155
C 4.541 -4.424 -5.908 -0.178
C 4.352 -3.061 -5.292 -0.124
C 3.377 -3.013 -4.013 -0.446
N 3.629 -4.113 -3.131 -0.149
O 2.889 -4.161 -1.972 -0.014
C 3.525 -1.678 -3.144 -0.006
C 1.960 -3.103 -4.671 -0.030
C 4.780 -6.273 -2.531 -0.029
H 2.606 -6.334 -5.179 0.082
H 2.837 -7.288 -3.736 0.082
H 1.832 -5.956 -3.578 0.042
H 5.978 -4.987 -4.352 0.126
H 5.162 -6.319 -5.106 0.122
H 5.282 -4.269 -6.693 0.116
H 3.732 -4.858 -6.495 0.112
H 4.036 -2.325 -6.032 0.118
H 5.250 -2.711 -4.784 0.113
H 2.818 -1.644 -2.316 0.050
H 3.385 -0.804 -3.780 0.084
H 4.490 -1.682 -2.636 0.071
H 1.211 -2.952 -3.893 0.067
H 1.599 -4.075 -5.007 0.068
H 1.759 -2.360 -5.443 0.084
H 5.379 -7.111 -2.888 0.091
H 5.520 -5.766 -1.912 0.058
H 4.080 -6.583 -1.756 0.065
H 2.054 -4.510 -2.290 0.057
C 3.244 5.551 -1.033 -0.029
C 3.032 6.666 0.000 -0.438
C 2.782 6.002 1.435 -0.159
C 4.069 5.667 2.089 -0.214
C 5.024 6.853 2.223 -0.111
C 5.316 7.623 0.883 -0.461
N 4.060 7.728 0.109 -0.162
O 4.100 8.564 -0.945 0.005
C 5.811 9.039 1.211 -0.039
C 6.408 6.868 0.066 -0.032
C 1.660 7.340 -0.319 -0.041
H 4.249 5.131 -1.023 0.071
H 2.920 5.709 -2.062 0.077
H 2.733 4.653 -0.683 0.053
H 2.272 6.747 2.046 0.115
H 2.082 5.169 1.363 0.109
H 4.381 4.826 1.469 0.107
H 3.822 5.322 3.093 0.112
H 5.890 6.282 2.558 0.109
H 4.832 7.450 3.115 0.118
H 6.186 9.627 0.373 0.083
H 5.123 9.668 1.775 0.086
H 6.648 8.833 1.878 0.081
H 6.319 5.782 0.086 0.064
H 6.338 7.128 -0.990 0.081
H 7.439 7.060 0.365 0.078
H 1.362 8.095 0.408 0.086
H 0.877 6.585 -0.249 0.072
H 1.627 7.791 -1.311 0.079
H 3.338 9.124 -0.786 0.103
C 0.310 -6.602 -1.481 -0.054
C -1.076 -6.310 -0.966 -0.490
C -1.806 -7.675 -0.875 -0.149
C -2.968 -7.702 0.036 -0.186
C -2.544 -7.330 1.480 -0.126
C -1.833 -5.956 1.525 -0.494
N -0.811 -5.794 0.413 -0.066
O -0.021 -4.604 0.499 -0.026
C -2.959 -4.967 1.561 -0.051
C -1.090 -5.950 2.849 -0.040
C -1.799 -5.388 -1.928 -0.021
H 0.889 -7.396 -1.007 0.097
H 0.885 -5.676 -1.461 0.051
H 0.186 -6.940 -2.510 0.089
H -2.185 -8.047 -1.827 0.127
H -1.061 -8.399 -0.544 0.120
H -3.463 -8.673 0.059 0.119
H -3.704 -6.946 -0.239 0.105
H -1.795 -8.080 1.735 0.113
H -3.394 -7.353 2.161 0.127
H -2.806 -3.900 1.396 0.079
H -3.669 -5.032 0.737 0.074
H -3.535 -5.002 2.485 0.088
H -0.496 -6.856 2.962 0.085
H -0.516 -5.040 3.025 0.067
H -1.837 -5.961 3.643 0.087
H -2.689 -4.904 -1.525 0.080
H -2.276 -5.926 -2.746 0.087
H -1.218 -4.631 -2.454 0.080
H -0.586 -3.897 0.179 0.081
C -4.979 -0.307 5.431 -0.029
C -6.070 -1.156 4.677 -0.462
C -6.632 -2.208 5.736 -0.117
C -7.853 -1.638 6.542 -0.185
C -8.883 -1.121 5.557 -0.134
C -8.366 0.016 4.588 -0.461
N -7.138 -0.456 3.913 -0.102
O -6.748 0.446 2.895 -0.012
C -9.560 0.310 3.601 -0.036
C -8.107 1.325 5.386 -0.029
C -5.388 -2.024 3.703 -0.087
H -4.238 -0.824 6.041 0.076
H -5.245 0.357 6.254 0.066
H -4.399 0.382 4.817 0.057
H -7.060 -3.129 5.341 0.110
H -5.898 -2.551 6.465 0.111
H -7.412 -0.805 7.089 0.093
H -8.253 -2.326 7.287 0.112
H -9.500 -0.531 6.234 0.109
H -9.514 -1.900 5.129 0.119
H -10.414 0.870 3.984 0.084
H -9.214 0.974 2.809 0.064
H -9.833 -0.562 3.006 0.078
H -9.016 1.660 5.885 0.082
H -7.426 1.062 6.195 0.056
H -7.664 2.116 4.782 0.082
H -6.129 -2.642 3.197 0.094
H -4.645 -2.670 4.172 0.085
H -4.759 -1.540 2.956 0.082
H -6.946 -0.041 2.092 0.103
```

Results
HOMO level: -9.08 eV
LUMO level: -0.25067 Ha
Net charge: +1
Calculated total energy: -146131.688 eV
Relative energy (zero: lowest compared OMol25 entry of this formula, charge and spin): 0.000 eV